(1)
{
  "formula": "C4H13NOS",
  "method": "ωB97M-V with the def2-TZVPD basis set",
  "e_homo_ev": -8.69,
  "e_tot_ha": -688.3524,
  "smiles": "C[C@@H](N)CCS.O",
  "lumo_ev": 0.855,
  "species": ["C", "C", "N", "C", "C", "S", "H", "H", "H", "H", "H", "H", "H", "H", "H", "H", "H", "O", "H", "H"],
  "coordinates": [[-1.5558, -0.1040, -1.8732], [-0.5645, 0.0365, -0.7092], [-0.0691, -1.2942, -0.3491], [0.5468, 1.0841, -1.0519], [0.6307, 2.0621, 0.0945], [1.5231, 1.2723, 1.5158], [-1.2413, -0.7550, -2.7129], [-1.9191, 0.7673, -2.4136], [-2.5295, -0.4890, -1.5455], [-1.0863, 0.4312, 0.1914], [-0.7849, -2.0048, -0.3303], [0.6962, -1.5523, -0.9600], [1.4379, 0.4527, -1.3294], [0.3448, 1.6099, -1.9903], [1.1339, 3.0261, -0.0681], [-0.3174, 2.3248, 0.5691], [1.2808, -0.0299, 1.2297], [1.2128, -2.2909, 3.8943], [0.6708, -2.4072, 4.6756], [0.5901, -2.1396, 3.1628]],
  "forces_ev_per_a": [[-1.3474, -0.2879, -0.8032], [-1.0285, 0.3895, -0.6994], [1.0541, 0.6440, 0.4409], [-0.2316, -1.3005, -0.5724], [1.1482, -0.0603, 1.3799], [0.3035, -0.0002, 0.0948], [0.3613, 0.0244, 0.7131], [0.5740, 0.8431, 0.3402], [0.2831, -0.4995, 0.2921], [0.0588, -0.2900, -0.6612], [-0.0483, 0.0523, -0.2277], [-0.2155, -0.3183, -0.0299], [-0.1677, 1.0956, 0.8770], [-0.4593, -0.0550, 0.1445], [0.1341, -0.5140, -0.3364], [-0.2920, -0.1519, -0.8076], [-0.1305, 0.4094, -0.0965], [-0.1526, 0.0605, -0.5644], [-0.1499, 0.0076, 0.1070], [0.3063, -0.0489, 0.4091]],
  "lowdin_charge": [-0.09, -0.46, 0.01, -0.25, -0.54, 0.67, 0.08, 0.06, 0.07, 0.13, 0.07, 0.07, 0.12, 0.10, 0.07, 0.05, -0.17, -0.07, 0.03, 0.03]
}

(2)
{
  "formula": "C4H13NOS2",
  "method": "ωB97M-V with the def2-TZVPD basis set",
  "e_homo_ev": [-11.88, -11.68],
  "charge": 1,
  "e_tot_ha": -1086.1339,
  "multiplicity": 2,
  "lumo_ev": [-4.132, -8.247],
  "s_squared": 0.75,
  "species": ["S", "S", "C", "C", "C", "N", "C", "H", "H", "H", "H", "H", "H", "H", "H", "H", "H", "H", "H", "H", "O"],
  "coordinates": [[-0.3032, -3.0504, 2.9067], [0.7671, -1.4588, 3.0823], [0.3141, -0.3418, 1.7332], [0.6571, -0.9075, 0.3363], [-0.6022, -0.6721, -0.4551], [-0.4834, 0.7511, -1.0350], [-0.3355, 0.8485, -2.4555], [-1.6206, -2.7544, 2.7439], [0.8232, 0.6648, 1.8946], [-0.7839, 0.0757, 1.7778], [0.8776, -2.0500, 0.3341], [1.3599, -0.6712, -0.2290], [-0.6676, -1.2212, -1.3931], [-1.7076, -0.8788, -0.0427], [-0.9212, 1.6149, -0.5653], [-0.6419, -0.0820, -2.9415], [0.5939, 1.4092, -2.6565], [-0.9993, 1.6432, -2.6290], [0.6933, 2.6158, -0.6209], [1.7025, 1.8075, 0.0859], [1.2776, 2.6574, 0.1290]],
  "forces_ev_per_a": [[-0.6158, -1.9182, 0.3960], [0.3713, 1.5696, -0.4881], [-0.4018, 3.0284, -0.1303], [-7.4082, -5.9302, 4.9191], [-2.8313, 2.4704, -2.3084], [-0.9523, -0.8054, 3.2638], [0.1204, 1.5044, 0.7789], [0.2763, 0.7026, -0.2693], [0.0150, -1.4000, 0.2937], [1.8005, -1.5688, 0.1453], [-0.7401, 1.4269, 0.6550], [6.6849, 3.5718, -4.0186], [0.5417, -0.5892, 0.2352], [2.6738, 0.4715, 0.0142], [0.4799, -2.6420, -0.8516], [0.6531, 0.5219, -0.4564], [0.4307, -1.4355, -0.7859], [-1.5403, 0.7142, -1.5909], [-0.1864, 0.1614, -0.3768], [0.4191, -0.4431, -0.0893], [0.2097, 0.5892, 0.6643]],
  "lowdin_charge": [0.57, 0.69, -0.49, -0.23, -0.20, -0.18, -0.12, -0.08, 0.10, 0.14, 0.14, 0.03, 0.10, 0.16, 0.15, 0.10, 0.09, 0.07, 0.00, 0.01, -0.04]
}

(3)
{
  "formula": "C4H13NS",
  "method": "ωB97M-V with the def2-TZVPD basis set",
  "e_homo_ev": -8.53,
  "e_tot_ha": -613.1089,
  "smiles": "CCS.CNC",
  "lumo_ev": 0.957,
  "species": ["C", "C", "S", "H", "H", "H", "H", "H", "H", "C", "N", "C", "H", "H", "H", "H", "H", "H", "H"],
  "coordinates": [[1.7789, -0.8513, 1.4361], [2.2786, -0.0508, 0.2552], [1.4470, -0.4217, -1.3293], [1.4363, -1.8545, 1.1673], [2.5437, -0.9601, 2.1974], [0.9470, -0.3575, 1.9230], [2.1482, 1.0153, 0.3776], [3.3439, -0.2174, 0.0909], [0.4360, 0.4370, -1.1917], [-2.0902, -0.1401, 1.3082], [-1.9372, 0.1696, -0.0950], [-2.3688, 1.5179, -0.4099], [-1.4665, -0.9840, 1.5943], [-3.1305, -0.3407, 1.5877], [-1.6990, 0.6987, 1.8862], [-2.4042, -0.5019, -0.6892], [-2.4924, 1.6646, -1.4819], [-3.3179, 1.8047, 0.0675], [-1.6366, 2.2399, -0.0313]],
  "forces_ev_per_a": [[-0.2729, -0.2125, 0.3248], [0.0498, -0.0746, -0.5378], [0.3059, -0.1570, -0.0994], [0.1625, 0.1390, -0.1528], [0.2743, 0.0055, 0.1129], [-0.3092, 0.1217, -0.0011], [0.1080, 0.2227, 0.3321], [-0.0842, -0.0725, -0.1074], [-0.1931, -0.0457, 0.1240], [0.2124, -0.0759, 0.0503], [0.1629, 0.2308, -0.3900], [-0.2157, 0.3119, 0.2648], [-0.0922, -0.2750, -0.1036], [-0.0033, 0.1106, 0.2243], [-0.2130, 0.0920, 0.0597], [0.0076, -0.0305, 0.1365], [0.1668, -0.0751, -0.0252], [-0.1294, -0.1369, -0.0428], [0.0630, -0.0784, -0.1691]],
  "lowdin_charge": [-0.18, -0.61, 0.67, 0.07, 0.06, 0.05, 0.05, 0.06, -0.19, -0.15, -0.20, -0.16, 0.06, 0.08, 0.08, 0.10, 0.08, 0.07, 0.07]
}

(4)
{
  "formula": "C4H13NS",
  "method": "ωB97M-V with the def2-TZVPD basis set",
  "e_homo_ev": -8.92,
  "e_tot_ha": -613.1216,
  "smiles": "CCN.CCS",
  "lumo_ev": 0.908,
  "species": ["C", "C", "N", "H", "H", "H", "H", "H", "H", "H", "C", "C", "S", "H", "H", "H", "H", "H", "H"],
  "coordinates": [[0.3614, -3.0294, 0.2440], [0.3659, -2.0444, -0.9294], [-0.8915, -1.2713, -1.0782], [1.3055, -3.5688, 0.1925], [-0.5531, -3.6150, 0.2090], [0.3161, -2.4751, 1.1809], [0.4759, -2.5734, -1.8772], [1.1337, -1.2782, -0.8790], [-1.6777, -1.8878, -1.2344], [-1.0950, -0.7730, -0.2143], [-1.2998, 2.5801, 0.0363], [0.0751, 2.0091, -0.3076], [0.7176, 0.9729, 1.0625], [-2.0100, 1.7636, 0.1058], [-1.2015, 3.1108, 0.9810], [-1.5497, 3.2859, -0.7523], [0.1057, 1.3427, -1.1682], [0.8302, 2.7810, -0.4421], [1.9579, 0.8831, 0.5710]],
  "forces_ev_per_a": [[0.3194, 1.2056, -0.3809], [-1.4060, 0.3690, -0.2595], [0.1362, 0.0233, 0.2012], [-0.2617, -0.5830, 0.2897], [0.2493, -0.5554, -0.1490], [0.1554, 0.0625, 0.1059], [0.2549, -0.0925, 0.0383], [0.4183, -0.2636, 0.2247], [-0.0265, -0.1371, -0.0576], [0.1531, -0.0784, -0.0729], [1.2128, -0.2329, -0.2835], [0.6241, -0.3943, 0.1932], [-0.1305, 0.1480, 0.2864], [-0.3442, 0.1355, 0.0335], [-0.3260, 0.0324, 0.0667], [-0.4110, -0.0317, 0.0368], [-0.4415, 0.2738, -0.2090], [-0.2290, 0.2164, -0.1084], [0.0529, -0.0975, 0.0444]],
  "lowdin_charge": [-0.11, -0.35, -0.03, 0.07, 0.07, 0.06, 0.10, 0.07, 0.05, 0.02, -0.17, -0.61, 0.67, 0.06, 0.06, 0.07, 0.05, 0.06, -0.14]
}

(5)
{
  "formula": "C4H13NS",
  "method": "ωB97M-V with the def2-TZVPD basis set",
  "e_homo_ev": -4.68,
  "e_tot_ha": -612.9884,
  "lumo_ev": -1.309,
  "species": ["C", "C", "S", "H", "H", "H", "H", "H", "C", "N", "C", "H", "H", "H", "H", "H", "H", "H", "H"],
  "coordinates": [[-0.3157, 2.0522, 0.2955], [-1.1423, 3.2961, 0.6030], [-2.5535, 3.0090, 1.6440], [-0.9285, 1.1759, 0.0308], [0.2017, 1.7394, 1.2121], [0.3351, 2.1718, -0.5870], [-1.4530, 3.6651, -0.3596], [-0.4345, 4.0593, 0.9174], [1.4169, -1.6811, -1.2770], [0.9137, -1.8832, 0.1173], [-0.5532, -2.1884, 0.1977], [2.4821, -1.5239, -1.1344], [1.2431, -2.5521, -1.8992], [0.9706, -0.8124, -1.7369], [1.1160, -1.0973, 0.7355], [1.3758, -2.7305, 0.4336], [-1.1046, -1.2747, -0.0167], [-0.7336, -2.4033, 1.2466], [-0.8362, -3.0217, -0.4227]],
  "forces_ev_per_a": [[0.1164, -1.0453, -0.0712], [0.2434, -0.2507, -0.8144], [-0.1448, -0.2233, 0.5029], [-0.4686, 0.3231, 0.0911], [0.4041, 0.0975, -0.1910], [0.4269, 0.2493, 0.3996], [-0.4404, 0.2341, -0.6378], [0.0993, 0.1710, 0.6104], [0.7062, 0.5292, 0.3766], [-0.9674, -1.1072, -1.1119], [-0.1524, 0.9677, 1.0434], [0.1314, 0.0788, -0.4816], [-0.1529, -0.1989, 0.2673], [-0.2129, 0.2524, 0.1272], [0.1682, 0.1384, -0.0690], [0.3350, 0.2224, 0.5425], [-0.0229, -0.0713, -0.3007], [-0.2385, -0.2238, 0.0315], [0.1700, -0.1432, -0.3147]],
  "lowdin_charge": [-0.29, -0.91, 0.11, 0.01, 0.04, 0.05, 0.02, 0.03, 0.00, -0.03, 0.01, 0.10, 0.11, 0.10, 0.18, 0.17, 0.10, 0.11, 0.10]
}

(6)
{
  "formula": "C4H13NS",
  "method": "ωB97M-V with the def2-TZVPD basis set",
  "e_homo_ev": -4.59,
  "e_tot_ha": -612.9817,
  "lumo_ev": -1.450,
  "species": ["C", "C", "S", "H", "H", "H", "H", "H", "C", "N", "C", "H", "H", "H", "H", "H", "H", "H", "H"],
  "coordinates": [[-0.4024, -0.3200, 1.9236], [0.1822, 0.0603, 3.2667], [-0.6964, 1.4652, 3.9784], [-0.4789, 0.5326, 1.2453], [-1.4170, -0.6927, 2.0317], [0.0196, -1.2482, 1.4621], [1.2256, 0.3752, 3.1133], [0.1299, -0.7745, 3.9703], [0.1534, -1.1914, -1.9800], [-0.3608, 0.1983, -2.2849], [0.4179, 1.1972, -1.5012], [-0.0252, -1.8597, -2.8207], [1.2384, -1.0853, -2.0288], [-0.2520, -1.5793, -1.0574], [-1.3414, 0.2911, -2.0322], [-0.3239, 0.2966, -3.2896], [0.6958, 0.8458, -0.5094], [-0.1119, 2.1427, -1.4337], [1.3470, 1.3461, -2.0533]],
  "forces_ev_per_a": [[-0.6411, -1.5123, -0.4161], [0.2938, 0.6189, -0.0447], [-0.2702, 0.3327, -0.0347], [0.2785, 0.0196, -0.0196], [-0.5505, 0.4413, 0.3904], [0.7056, 0.6089, -0.1310], [-0.0348, -0.4234, 0.1398], [0.2104, -0.1511, -0.2486], [0.6279, 0.0200, -1.1831], [-0.3461, -1.0989, 1.1441], [0.9916, 0.8680, -0.5968], [-0.6909, 0.0447, 0.0624], [-0.0575, -0.0826, 0.7638], [0.1626, 0.1813, 0.2839], [-0.2111, -0.2166, 0.1170], [0.2356, 0.6274, -0.2516], [-0.5346, -0.3236, -0.0304], [-0.1284, -0.0827, -0.0014], [-0.0411, 0.1286, 0.0567]],
  "lowdin_charge": [-0.30, -0.87, 0.09, 0.01, 0.04, 0.05, 0.02, 0.03, 0.01, -0.02, -0.01, 0.10, 0.11, 0.10, 0.18, 0.17, 0.09, 0.11, 0.11]
}

Computed energy relative to the best compared isomer or geometry (same formula, charge and spin), in the same sequence as the records: 95.5, 320.4, 52.8, 19.3, 369.1, 386.8 kJ/mol.